C25H48AuCl3N4O4Si | wB97M-V/def2-TZVPD

The geometry in XYZ format:
```
86
Properties=species:S:1:pos:R:3:forces:R:3
C 3.17180 1.63574 -2.70826 -0.28 -0.11 -0.25
C 3.13550 2.33560 -1.39103 -0.55 0.57 0.38
H 3.35687 2.34776 -3.51962 -0.09 -0.38 0.05
H 2.20784 1.13152 -2.87231 0.19 0.17 -0.14
H 3.94289 0.84947 -2.73995 -0.16 0.26 0.09
C 3.60316 3.56315 -1.15346 -0.22 -0.04 -0.06
C 4.13353 4.50356 -2.19205 0.45 0.08 -0.09
H 3.60778 3.95726 -0.13201 -0.27 -0.18 -0.27
H 4.02416 4.13277 -3.22003 0.08 0.13 0.37
H 5.20059 4.68171 -1.99746 -0.17 0.12 -0.20
H 3.62214 5.47766 -2.13158 0.14 -0.30 0.07
Au 0.45283 -1.21718 -2.67982 -0.06 0.57 0.56
Cl 2.33895 -1.84722 -1.53961 -0.86 0.15 -0.56
Cl -1.59358 -0.31342 -3.21628 1.06 -0.42 0.62
H -3.80077 -3.97355 1.44101 0.03 0.18 -0.04
H -2.43568 -5.46350 -0.38865 0.01 0.29 -0.19
C -3.74260 -3.20586 0.65605 -0.01 -0.08 0.02
C -2.46146 -4.53646 -0.98998 0.02 0.14 -0.02
N -2.54290 -3.35646 -0.14257 0.00 -0.25 -0.09
H -3.72322 -2.21326 1.10688 -0.09 -0.17 0.02
C -1.43224 -2.65440 0.20388 -0.03 0.38 0.79
O -1.35307 -1.90397 1.16836 -0.04 -0.66 -1.05
H -1.55568 -4.49225 -1.61110 -0.25 0.00 0.19
H -0.59560 -2.83098 -0.50287 -0.01 0.02 0.22
H -4.61768 -3.31622 0.00858 0.08 0.08 0.07
H -3.34216 -4.57648 -1.64508 0.24 -0.01 0.09
H 0.26899 3.15819 -2.55777 -0.08 -0.08 0.06
H 1.04703 4.58510 -0.60259 -0.15 0.04 -0.04
C -0.77761 3.20732 -2.24033 -0.08 0.21 -0.49
C -0.01418 4.86916 -0.59523 -0.16 -0.12 -0.03
N -0.86321 3.73915 -0.90856 -0.18 -0.15 0.68
H -1.22723 2.21630 -2.31443 0.06 0.23 0.24
C -1.63631 3.15745 0.04645 -0.25 -0.16 0.03
O -2.34401 2.16974 -0.09124 0.54 0.76 -0.02
H -0.27512 5.24448 0.39683 0.08 0.03 -0.10
H -1.57969 3.73194 1.00732 -0.03 -0.38 -0.33
H -1.30429 3.89728 -2.91047 0.03 -0.17 -0.19
H -0.17740 5.66493 -1.33007 0.07 0.00 0.10
O 1.02362 1.77595 -0.45726 -1.22 -0.09 -0.96
C 2.31265 1.60603 -0.28178 2.60 -0.50 1.71
C 2.01406 2.82658 1.93158 0.61 0.03 0.37
C 2.77202 1.95181 1.15618 -0.29 0.01 -0.69
H 1.07625 3.20457 1.54003 0.08 -0.06 0.05
C 2.47543 3.20106 3.20052 -0.16 -0.24 -0.58
H 2.61649 0.54058 -0.45522 -0.52 0.15 0.04
C 3.94461 1.38985 1.64039 0.02 0.39 0.47
H 1.87850 3.90874 3.78351 0.33 -0.29 -0.03
C 3.67943 2.67422 3.67498 0.13 0.28 0.34
C 4.42126 1.77238 2.90420 -0.15 -0.13 -0.30
H 4.46398 0.66892 1.00454 0.10 0.21 0.29
H 4.04432 3.00463 4.66067 -0.12 -0.30 -0.55
H 5.37589 1.37788 3.26434 -0.40 0.11 -0.01
Si -1.40059 -1.91708 -6.43035 0.03 -0.17 -0.67
Cl 0.18730 -0.54557 -6.55577 -0.18 -0.11 -0.17
C -2.96986 -0.92850 -6.13072 0.16 -0.04 0.45
C -0.71658 -3.15567 -5.18887 -0.11 0.25 0.45
C -1.70729 -2.83911 -8.03982 0.21 0.07 -0.04
H -2.82703 -0.18350 -5.33475 -0.21 -0.21 -0.38
H -3.77127 -1.61473 -5.82357 0.07 0.19 -0.06
H -3.28616 -0.41050 -7.05001 0.22 -0.23 0.25
H -2.12846 -2.20826 -8.83014 0.09 -0.01 0.18
H -2.43603 -3.63313 -7.83201 0.07 0.08 0.00
H -0.80529 -3.31690 -8.43256 -0.06 0.04 0.06
H -0.39757 -2.58114 -4.30337 -0.17 -0.44 -0.36
H 0.18917 -3.65496 -5.57007 -0.45 0.13 -0.08
H -1.44661 -3.89677 -4.83703 0.17 0.07 -0.19
C -1.44707 1.92226 3.54804 -0.19 0.70 -0.29
N -0.94108 0.80478 4.29642 0.17 -0.45 0.13
C -1.49191 0.54204 5.60772 0.11 0.01 0.03
C -0.02357 0.08611 3.57486 0.32 0.09 0.30
O 0.27038 0.49125 2.45857 0.13 -0.37 -0.17
N 0.56727 -1.05292 4.09106 -0.27 0.38 -0.13
C 0.78733 -1.37437 5.48110 -0.16 -0.01 0.15
C 1.39133 -1.72790 3.12315 0.33 -0.20 -0.73
H -2.21227 2.41735 4.14519 -0.04 0.03 -0.10
H -1.86153 1.59039 2.58475 0.08 0.24 0.24
H -0.63796 2.64163 3.35297 -0.27 -0.07 -0.09
H -1.71765 -0.52461 5.76357 0.01 0.45 -0.04
H -0.82195 0.90258 6.40622 -0.27 -0.20 -0.07
H -2.40954 1.13508 5.65714 0.03 -0.40 0.26
H -0.03670 -2.00419 5.84864 0.34 0.12 0.28
H 1.71954 -1.94844 5.52320 -0.22 0.16 0.26
H 0.89792 -0.48234 6.11573 -0.04 -0.33 -0.20
H 0.76781 -1.93281 2.24752 0.35 -0.05 0.02
H 2.24179 -1.10027 2.81069 -0.14 -0.17 0.02
H 1.77869 -2.66774 3.52794 -0.20 0.14 0.04
```
Forces are in eV/Å.

2S+1: 3
Kohn-Sham gap (alpha / beta): 7.985 / 3.269 eV
LUMO level (alpha / beta): 0.1 / -4.7 eV

C25H48B3F2IO13P2Si | wB97M-V/def2-TZVPD

The geometry in XYZ format:
```
95
Properties=species:S:1:pos:R:3:forces:R:3
C 1.58786 2.46972 3.61932 0.18 0.32 0.09
C 1.55273 1.51855 2.46128 -0.26 0.11 0.15
O 2.47685 0.84353 2.14426 0.54 -0.49 -0.25
O 0.36487 1.47183 1.77441 0.10 0.20 -0.17
C 0.43325 2.33216 0.61687 -0.15 0.42 0.00
C -0.93348 2.37816 -0.02432 -0.34 -0.41 0.41
C -1.39930 1.08391 -0.72664 0.22 0.08 -0.26
C -0.33228 0.01663 -0.95653 -0.11 -0.39 -0.50
C -0.74245 -0.98928 -2.05827 -0.37 0.11 0.35
C -0.63877 -2.44155 -1.57228 0.32 0.08 -0.50
B 0.84220 -2.83883 -1.28287 -0.13 -0.66 -0.27
O 1.19148 -3.68282 -0.22303 -0.11 0.98 0.34
B 2.31998 -3.23536 0.43359 -0.05 -1.04 -0.24
I 2.26818 -3.01091 2.54550 0.14 -0.13 -0.05
O 3.40724 -2.86941 -0.32141 -0.03 0.99 0.52
B 3.04646 -2.02422 -1.35395 -0.05 -0.59 -0.31
C 3.93501 -0.74605 -1.71762 0.52 -0.47 0.02
F 3.15299 0.38962 -1.76210 -0.24 -0.12 -0.06
F 4.82530 -0.53789 -0.68227 -0.10 0.20 -0.12
C 4.72815 -0.90367 -3.00572 0.41 0.26 0.18
C 5.09893 0.44332 -3.66000 -0.46 -0.53 -0.16
Si 3.91657 1.07671 -4.99030 0.05 0.56 -0.24
C 4.97511 2.05059 -6.20281 -0.07 -0.50 0.06
C 2.66863 2.28509 -4.29203 0.25 -0.03 0.19
C 3.06747 -0.29792 -5.95023 -0.17 -0.35 -0.37
C 3.25238 -0.41462 -7.34107 -0.36 -0.53 0.16
C 2.63280 -1.43508 -8.07296 -0.03 0.04 0.45
C 1.81045 -2.36467 -7.43540 0.18 0.41 0.38
C 1.58728 -2.25172 -6.05870 0.40 0.34 -0.29
C 2.20992 -1.23081 -5.33733 0.03 -0.02 -0.27
O 1.88463 -2.30047 -2.04097 -0.08 0.76 0.49
H 2.62256 2.76690 3.76927 0.03 -0.04 0.11
H 1.23656 1.98912 4.53141 -0.08 -0.10 -0.01
H 0.98397 3.35834 3.44954 -0.13 -0.05 -0.06
H 1.23121 1.99919 -0.04584 -0.02 -0.16 -0.04
H 0.69693 3.34600 0.94309 0.01 -0.01 0.10
H -1.00384 3.24470 -0.68062 0.21 -0.06 -0.17
H -1.63830 2.57506 0.78533 0.00 0.19 0.02
H -2.21800 0.62694 -0.17116 -0.07 0.03 0.04
H -1.80521 1.35096 -1.70398 -0.07 0.05 -0.01
H -0.17537 -0.55774 -0.04057 0.20 0.25 0.20
H 0.61137 0.46588 -1.25911 0.12 0.03 0.16
H -1.78026 -0.80281 -2.34069 -0.02 0.03 -0.08
H -0.13657 -0.83347 -2.95016 0.01 -0.06 -0.08
H -1.03511 -3.09264 -2.35929 -0.06 -0.18 0.09
H -1.24681 -2.57599 -0.67742 -0.05 -0.10 0.00
H 5.64771 -1.40846 -2.70518 -0.05 -0.15 0.06
H 4.22300 -1.58219 -3.69276 -0.13 0.08 -0.07
H 6.06940 0.31071 -4.13931 0.08 0.17 0.00
H 5.18731 1.20586 -2.88650 0.21 0.08 -0.01
H 5.66956 1.35866 -6.68481 0.12 0.08 -0.04
H 4.37527 2.51261 -6.98554 0.01 0.17 0.02
H 5.55993 2.80249 -5.67538 -0.01 0.13 -0.04
H 3.23385 3.07146 -3.78401 -0.01 0.03 0.06
H 2.10887 2.76618 -5.09295 -0.16 -0.09 -0.02
H 1.99805 1.84581 -3.55532 -0.14 -0.02 -0.08
H 3.88185 0.27665 -7.88547 0.06 0.08 0.10
H 2.80426 -1.50340 -9.13926 -0.01 -0.02 -0.02
H 1.34787 -3.16497 -7.99629 -0.03 0.00 -0.04
H 0.94850 -2.95969 -5.54754 -0.03 -0.01 0.01
H 2.02865 -1.17202 -4.26950 -0.06 0.01 -0.01
C -2.66921 -4.25826 1.56829 0.06 -0.02 -0.07
O -3.32190 -3.04844 1.98883 -0.06 -0.05 0.07
P -3.18409 -2.57220 3.49673 0.16 -0.05 -0.07
O -2.79607 -3.61944 4.44405 -0.02 -0.02 -0.04
O -4.57507 -1.86455 3.75767 0.03 -0.18 -0.30
C -5.76148 -2.65658 3.61540 -0.06 -0.09 0.00
O -2.22277 -1.32522 3.42185 -0.03 0.11 0.13
C -1.13474 -1.19565 4.35137 0.14 -0.03 0.06
H -3.36406 -5.09215 1.64979 0.00 0.00 0.03
H -2.37930 -4.12353 0.52898 -0.04 0.02 0.02
H -1.78530 -4.46386 2.16873 -0.01 0.01 0.03
H -5.65015 -3.61508 4.12351 0.02 0.02 0.02
H -5.97674 -2.81717 2.55965 0.02 0.01 0.00
H -6.57389 -2.09856 4.07169 0.00 0.05 0.02
H -0.27047 -1.73418 3.96816 0.01 -0.02 0.02
H -1.39800 -1.57363 5.33691 -0.07 -0.05 -0.04
H -0.90461 -0.13738 4.41850 -0.03 -0.11 0.03
C -1.91355 2.15412 3.63166 -0.22 0.04 0.07
O -2.36451 2.46095 4.96347 0.01 0.09 -0.10
P -3.92588 2.56432 5.23273 -0.06 -0.18 0.10
O -4.74014 2.80845 4.03924 0.03 0.03 -0.06
O -4.00245 3.65660 6.37353 0.13 -0.03 0.05
C -3.48184 4.95874 6.08247 -0.02 0.07 -0.02
O -4.26744 1.25184 6.03746 -0.05 0.09 -0.03
C -5.41442 0.46267 5.67437 -0.14 -0.11 -0.07
H -1.70817 3.08013 3.09733 0.01 0.02 0.00
H -1.00789 1.57302 3.71740 0.02 0.13 0.00
H -2.66190 1.57930 3.08743 0.03 0.00 -0.02
H -3.83271 5.30837 5.11066 -0.01 -0.01 0.00
H -2.39249 4.93663 6.09896 0.00 -0.02 -0.01
H -3.84369 5.62741 6.85791 -0.03 -0.03 0.02
H -5.14292 -0.24652 4.89355 0.00 0.24 0.17
H -6.23074 1.09286 5.32873 0.01 0.07 0.02
H -5.71907 -0.07769 6.56654 0.04 0.03 0.07
```
Forces are in eV/Å.

SMILES string: CC(=O)OCCCCCCB1OB(I)OB(C(F)(F)CC[Si](C)(C)c2ccccc2)O1.COP(=O)(OC)OC.COP(=O)(OC)OC
energy relative to the best compared isomer or geometry (same formula, charge and spin): 0.0 kJ/mol
Kohn-Sham gap: 9.768 eV
LUMO level: 0.4 eV

| no. | E_tot (Ha) |
| --- | --- |
| 1 | -3307.08274 |
| 2 | -3504.24367 |